[1]
Formula: C12H22Cl8MgO4
Source: OMol25
Level of theory: ωB97M-V/def2-TZVPD

## Properties
HOMO level (eV): -8.56
Relative energy (zero: lowest compared OMol25 entry of this formula, charge and spin) (kcal per mole): 35.4
Electronic energy (eV): -126618.004
LUMO level (eV): -1.3

Positions of all 47 atoms, in Å:
Mg 2.41 -2.83 -1.13
C 0.21 -6.12 0.15
C 1.67 -5.94 -0.26
O 2.15 -4.76 -0.41
O 2.40 -6.92 -0.47
H 0.11 -6.05 1.23
H -0.23 -7.03 -0.25
H -0.32 -5.32 -0.37
C -0.14 -0.03 -0.74
C 0.77 -1.17 -1.05
O 1.98 -0.95 -1.45
O 0.56 -2.35 -0.69
H -1.20 -0.26 -0.90
H 0.09 0.75 -1.46
H 0.00 0.31 0.29
Cl -0.16 4.08 -0.65
C -1.71 3.34 -1.23
C -2.63 4.41 -1.83
Cl -4.20 3.69 -2.20
H -2.19 2.92 -0.35
H -1.60 2.49 -1.91
H -2.09 4.93 -2.62
H -2.78 5.20 -1.10
Cl 4.92 2.10 -0.41
C 3.30 1.62 0.15
C 2.83 2.62 1.19
Cl 3.98 2.70 2.58
H 3.35 0.66 0.66
H 2.66 1.56 -0.72
H 1.82 2.38 1.53
H 2.75 3.66 0.87
Cl -3.25 0.66 -3.37
C -4.50 0.24 -2.15
C -5.74 -0.34 -2.85
Cl -6.43 0.79 -4.05
H -4.70 1.09 -1.50
H -4.01 -0.53 -1.55
H -6.46 -0.63 -2.09
H -5.46 -1.28 -3.31
Cl 1.21 -0.21 2.80
C 2.76 -0.46 3.71
C 2.72 0.52 4.89
Cl 4.28 0.55 5.77
H 3.64 -0.21 3.12
H 2.88 -1.49 4.02
H 1.93 0.12 5.53
H 2.41 1.50 4.56

Mulliken population analysis, charges in e, atoms 1 to 2: number 1, Mg, carries 0.883; number 2, C, carries -0.667

=====

[2]
Formula: C25H51N2O11
Source: OMol25
Level of theory: ωB97M-V/def2-TZVPD

## Properties
Charge: +1
HOMO level (eV): -10.23
Electronic energy (eV): -52241.533
LUMO level (eV): -5.2

Positions of all 89 atoms, in Å:
C 1.33 -1.52 3.92
C 0.63 -1.71 2.62
O -0.03 -0.89 2.07
O 0.83 -2.95 2.02
C 1.48 -2.87 0.77
C 2.79 -2.13 0.86
C 2.94 -0.79 0.48
C 4.18 -0.23 0.64
C 5.22 -1.02 1.18
N 5.06 -2.28 1.51
N 3.85 -2.77 1.32
H 0.70 -0.95 4.60
H 2.23 -0.92 3.73
H 1.66 -2.46 4.38
H 0.85 -2.39 0.02
H 1.65 -3.90 0.45
H 2.09 -0.23 0.09
H 4.39 0.80 0.37
H 6.21 -0.61 1.34
H 3.76 -3.75 1.58
C -0.88 -9.04 -0.52
O 0.15 -8.93 -1.47
C 0.08 -7.81 -2.32
C 1.40 -7.09 -2.44
O 1.88 -6.47 -1.25
C 2.31 -7.28 -0.17
C 3.56 -8.09 -0.40
O 3.37 -9.12 -1.35
C 4.38 -9.24 -2.33
H -1.76 -9.53 -0.94
H -0.51 -9.64 0.31
H -1.18 -8.05 -0.13
H -0.69 -7.11 -1.98
H -0.19 -8.15 -3.33
H 1.24 -6.26 -3.14
H 2.17 -7.73 -2.89
H 1.50 -7.90 0.20
H 2.55 -6.57 0.63
H 3.83 -8.55 0.56
H 4.39 -7.43 -0.70
H 4.75 -8.26 -2.65
H 3.95 -9.74 -3.19
H 5.22 -9.83 -1.96
C -0.98 2.20 1.84
O -0.81 3.08 0.76
C 0.46 3.72 0.72
C 1.12 3.60 -0.63
O 1.48 2.28 -1.02
C 0.45 1.36 -1.35
C -0.34 1.67 -2.61
O -1.13 2.83 -2.47
C -1.07 3.73 -3.55
H -1.33 2.71 2.74
H -1.72 1.45 1.56
H -0.04 1.68 2.06
H 1.12 3.30 1.49
H 0.32 4.78 0.94
H 2.07 4.13 -0.56
H 0.54 4.11 -1.40
H -0.23 1.19 -0.51
H 0.97 0.42 -1.54
H -1.00 0.81 -2.80
H 0.35 1.76 -3.46
H -0.06 3.81 -3.96
H -1.37 4.71 -3.17
H -1.76 3.45 -4.35
C -6.16 6.43 2.74
O -5.54 7.17 1.71
C -4.68 8.20 2.14
C -3.34 8.19 1.44
O -2.52 7.07 1.70
C -2.88 5.79 1.19
C -2.80 5.64 -0.31
O -3.79 6.41 -0.97
C -3.33 7.16 -2.07
H -7.08 6.92 3.08
H -6.42 5.45 2.33
H -5.49 6.29 3.59
H -4.52 8.15 3.23
H -5.16 9.17 1.92
H -2.78 9.04 1.83
H -3.47 8.36 0.37
H -3.85 5.47 1.57
H -2.14 5.11 1.61
H -2.97 4.58 -0.55
H -1.80 5.90 -0.65
H -2.33 7.58 -1.88
H -4.03 7.98 -2.23
H -3.29 6.56 -2.98

Mulliken population analysis, charges in e, atoms 1 to 2: number 1, C, carries -1.081; number 2, C, carries 0.768

=====

[3]
Formula: C6H9N
Source: OMol25
Level of theory: ωB97M-V/def2-TZVPD

## Properties
HOMO level (eV): -7.94
Relative energy (zero: lowest compared OMol25 entry of this formula, charge and spin) (kcal per mole): 77.9
Electronic energy (eV): -7854.782
LUMO level (eV): 0.5

Positions of all 16 atoms, in Å:
C 1.53 -0.72 1.17
C 0.30 -0.46 0.40
C 0.09 0.97 -1.51
C -0.23 0.91 0.01
C -1.69 0.47 0.04
N -1.88 -0.70 -0.45
C -0.68 -1.30 0.06
H 1.45 -0.26 2.16
H 2.43 -0.31 0.69
H 1.66 -1.80 1.30
H 1.18 0.91 -1.68
H -0.30 1.83 -2.07
H 0.03 1.77 0.63
H -2.48 0.90 0.64
H -0.53 0.08 -1.83
H -0.89 -2.29 0.44

Mulliken population analysis, charges in e, atoms 1 to 2: number 1, C, carries -1.183; number 2, C, carries 0.303

=====

[4]
Formula: C24H13N11O4S2Zr
Source: OMol25
Level of theory: ωB97M-V/def2-TZVPD

## Properties
HOMO level (eV): -8.94
Relative energy (zero: lowest compared OMol25 entry of this formula, charge and spin) (kcal per mole): 3.5
Electronic energy (eV): -72634.757
LUMO level (eV): -1.7

Positions of all 55 atoms, in Å:
Zr 0.02 -0.22 1.87
O 1.97 2.57 4.12
C 1.64 1.64 3.47
O 0.52 1.53 2.74
C 2.51 0.34 3.31
O 3.64 0.26 3.69
O 1.85 -0.61 2.65
S 5.72 1.26 -2.42
C 7.16 0.76 -1.65
C 6.91 0.13 -0.47
C 5.52 0.04 -0.19
C 4.75 0.60 -1.17
C 3.29 0.66 -1.23
C 2.56 0.48 -0.04
N 1.24 0.51 0.02
C 0.55 0.73 -1.12
C 1.17 0.94 -2.35
C 0.37 1.18 -3.51
C -0.98 1.20 -3.43
C -1.65 0.98 -2.18
C -3.04 0.99 -2.03
C -3.62 0.76 -0.80
C -2.76 0.53 0.29
N -1.44 0.53 0.17
C -0.88 0.74 -1.04
C -5.07 0.75 -0.62
C -6.02 0.38 -1.53
C -7.34 0.48 -1.02
C -7.37 0.93 0.26
S -5.80 1.20 0.88
C 2.57 0.89 -2.38
H 8.12 0.97 -2.11
H 7.68 -0.25 0.17
H 5.13 -0.44 0.69
H 3.08 0.30 0.89
H 0.86 1.34 -4.46
H -1.59 1.38 -4.31
H -3.67 1.19 -2.90
H -3.16 0.33 1.27
H -5.79 0.02 -2.52
H -8.23 0.24 -1.58
H -8.23 1.11 0.89
H 3.09 1.03 -3.33
N -0.68 -3.56 2.34
C -1.03 -2.39 3.00
N -0.48 -1.93 4.14
N -1.00 -0.72 4.31
N -1.84 -0.44 3.32
N -1.88 -1.50 2.47
C -0.11 -3.34 1.08
N 0.18 -4.27 0.20
N 0.75 -3.58 -0.82
N 0.76 -2.32 -0.58
N 0.23 -2.11 0.65
H -0.17 -4.22 2.91

Mulliken population analysis, charges in e, atoms 1 to 2: number 1, Zr, carries 1.341; number 2, O, carries -0.558